Record 1
{
  "formula": "C28H56AuP2Si",
  "method": "ωB97M-V/def2-TZVPD",
  "fmax_ha_per_bohr": 0.0642,
  "lumo_ev": [-2.0944, -4.0118],
  "spin_multiplicity": 3,
  "charge": 1,
  "elements": ["Au", "C", "C", "C", "C", "C", "C", "H", "H", "H", "C", "H", "H", "H", "C", "H", "H", "H", "C", "H", "H", "H", "C", "H", "H", "H", "C", "C", "C", "C", "C", "C", "C", "C", "H", "H", "H", "H", "H", "H", "H", "H", "H", "H", "H", "H", "P", "C", "H", "H", "H", "C", "H", "H", "H", "C", "H", "H", "H", "P", "C", "H", "H", "H", "C", "H", "H", "H", "C", "H", "H", "H", "C", "Si", "C", "C", "C", "H", "H", "H", "H", "H", "H", "H", "H", "H", "H", "H"],
  "coordinates": [[0.99, -0.17, 0.46], [-2.67, 1.83, 0.32], [-3.03, 0.92, -0.71], [-3.00, -0.23, 1.28], [-2.70, 1.13, 1.56], [-3.22, -0.36, -0.12], [-2.30, 3.25, 0.14], [-1.85, 3.42, -0.84], [-1.58, 3.58, 0.89], [-3.18, 3.91, 0.21], [-2.47, 1.70, 2.91], [-2.05, 2.71, 2.86], [-1.79, 1.08, 3.52], [-3.41, 1.77, 3.48], [-3.02, -1.35, 2.25], [-4.04, -1.70, 2.48], [-2.55, -1.08, 3.20], [-2.48, -2.22, 1.85], [-3.58, -1.60, -0.83], [-4.67, -1.73, -0.92], [-3.19, -2.49, -0.32], [-3.17, -1.61, -1.85], [-3.18, 1.27, -2.14], [-4.11, 1.81, -2.35], [-3.15, 0.39, -2.77], [-2.35, 1.92, -2.47], [1.39, 0.68, -3.22], [0.31, 1.48, -3.32], [-0.39, 1.73, -4.63], [-1.29, 0.59, -5.22], [-1.35, -0.71, -4.46], [-0.28, -1.51, -4.32], [1.05, -1.23, -4.97], [1.95, -0.12, -4.36], [0.33, 2.03, -5.40], [-0.97, 0.41, -6.26], [-1.04, 2.61, -4.48], [2.24, 0.57, -5.17], [1.99, 0.61, -2.30], [-0.07, 2.05, -2.48], [2.89, -0.58, -4.01], [1.62, -2.18, -4.95], [-0.37, -2.47, -3.81], [0.90, -1.00, -6.04], [-2.32, 0.98, -5.30], [-2.34, -1.02, -4.10], [1.90, 2.01, 0.70], [1.33, 2.96, 2.15], [2.02, 3.82, 2.26], [1.35, 2.34, 3.05], [0.32, 3.34, 1.96], [3.68, 1.74, 1.01], [4.13, 2.67, 1.38], [4.16, 1.44, 0.08], [3.80, 0.94, 1.76], [1.79, 3.23, -0.63], [2.10, 2.79, -1.59], [2.43, 4.09, -0.39], [0.75, 3.57, -0.71], [1.08, -2.45, -0.18], [-0.34, -3.19, -1.02], [-0.02, -4.13, -1.52], [-0.74, -2.49, -1.78], [-1.12, -3.42, -0.28], [2.46, -2.79, -1.31], [2.10, -2.78, -2.35], [2.88, -3.79, -1.08], [3.24, -2.03, -1.19], [1.36, -3.48, 1.29], [1.65, -4.49, 0.95], [0.43, -3.55, 1.87], [2.14, -3.07, 1.93], [2.86, -1.99, 4.11], [1.45, -0.74, 4.11], [0.12, -1.40, 5.28], [2.21, 0.80, 4.89], [0.39, -0.40, 2.53], [3.32, -1.97, 5.12], [3.67, -1.79, 3.40], [2.53, -3.02, 3.96], [0.56, -1.57, 6.28], [-0.70, -0.67, 5.37], [-0.30, -2.34, 4.90], [2.97, 1.30, 4.29], [1.45, 1.55, 5.17], [2.70, 0.48, 5.83], [-0.41, -1.17, 2.47], [-0.15, 0.56, 2.68]]
}

Record 2
{
  "formula": "C3H7N2S",
  "method": "ωB97M-V/def2-TZVPD",
  "fmax_ha_per_bohr": 0.0643,
  "lumo_ev": -3.6879,
  "e_above_lowest_kj_mol": 163.68,
  "spin_multiplicity": 1,
  "charge": 1,
  "elements": ["C", "C", "C", "N", "N", "S", "H", "H", "H", "H", "H", "H", "H"],
  "coordinates": [[-0.37, -0.39, -0.16], [0.36, -2.09, 0.92], [-0.15, 2.06, -0.78], [0.53, -0.61, 0.93], [-0.61, 0.69, -0.86], [-0.71, -2.08, -0.52], [1.26, -2.83, 0.93], [-0.11, -2.58, 1.78], [0.68, 2.29, -0.12], [0.30, 2.36, -1.76], [-0.97, 2.78, -0.52], [0.93, -0.14, 1.82], [-1.15, 0.54, -1.65]]
}

Record 3
{
  "formula": "C2H6N2O2",
  "method": "ωB97M-V/def2-TZVPD",
  "fmax_ha_per_bohr": 0.0857,
  "lumo_ev": 0.5538,
  "e_above_lowest_kj_mol": 115.26,
  "spin_multiplicity": 1,
  "elements": ["N", "C", "O", "H", "H", "H", "N", "C", "O", "H", "H", "H"],
  "coordinates": [[-0.37, 1.28, -3.17], [-0.64, 0.71, -1.95], [-0.74, 1.20, -0.83], [-0.65, 0.80, -3.95], [-0.31, 2.29, -3.40], [-1.11, -0.29, -2.02], [-0.40, -0.67, 1.65], [0.87, -1.23, 1.83], [1.50, -1.48, 2.90], [-1.10, -0.66, 2.37], [-0.42, 0.02, 0.86], [1.46, -1.10, 0.88]]
}

Ordered electronic energy results: -60085.30638, -17031.87424, -9246.12302; unit eV.